Entry 1:
DFT (wB97M-V/def2-TZVPD) results for the molecule C3H3N3O.

The geometry in XYZ format:
```
10
Properties=species:S:1:pos:R:3:forces:R:3
C -1.589871 0.409583 0.038311 -4.512 -2.362 -1.114
C 0.618547 1.010834 -0.059818 4.357 7.200 2.065
C 1.691008 -0.738459 -0.172107 -3.595 0.822 3.303
H -1.896868 1.527354 -0.032744 1.161 -1.593 0.399
H 0.162143 2.073644 0.168659 1.753 -1.741 -1.155
H 2.372628 -1.522030 -0.261392 1.379 -0.731 -0.232
N -0.206164 0.118505 0.247212 -3.221 -4.597 -0.225
N 1.932182 0.634209 -0.072163 -3.073 -1.333 -2.234
N 0.411752 -1.135849 0.214207 1.910 1.435 -1.948
O -2.490051 -0.436096 -0.179704 3.842 2.901 1.141
```
Forces are in eV/Å.

Kohn-Sham gap (eV): 10.4
Net charge: 0
Max |F| (eV/A): 8.7
Energy above the lowest of the compared OMol25 structures with the same formula, charge and spin (kcal/mol): 58.8
E_tot (hartree): -355.54612
Structure (SMILES): O=Cn1cncn1

***

Entry 2:
DFT (wB97M-V/def2-TZVPD) results for the molecule C2H7N3.

The geometry in XYZ format:
```
12
Properties=species:S:1:pos:R:3:forces:R:3
C -1.929993 -0.017390 -0.047390 -0.662 -0.466 0.438
C 0.517258 0.114387 0.035203 0.176 0.093 -0.385
H -2.201386 0.499665 0.899041 0.008 -0.151 -0.724
H -2.667174 -0.848564 -0.230680 0.654 0.898 0.192
H -1.960304 0.688731 -0.886407 0.014 -0.108 0.278
H -0.610809 -1.616968 0.014231 0.401 -0.393 -0.035
H 2.556510 -0.223716 0.026584 0.055 -0.035 -0.006
H 1.611181 -1.672987 -0.108578 0.081 0.632 0.104
H 1.389059 1.817230 -0.052461 -0.795 -0.358 0.031
N -0.622391 -0.627056 0.090745 -0.778 0.272 -0.061
N 1.659596 -0.661176 -0.040948 -0.053 -0.328 0.034
N 0.442700 1.398893 0.008973 0.899 -0.055 0.134
```
Forces are in eV/Å.

Kohn-Sham gap (eV): 9.5
Net charge: 0
Max |F| (eV/A): 1.1
Energy above the lowest of the compared OMol25 structures with the same formula, charge and spin (kcal/mol): 2.0
E_tot (hartree): -244.67215
Structure (SMILES): [H]/N=C(\N)NC

***

The lowest max |F| belongs to which entry?
C2H7N3

***

Which of these has the lowest energy above the lowest of the compared OMol25 structures with the same formula, charge and spin?
C2H7N3